Below is C19H44IrN5OSi3 as an isolated structure, with properties calculated with ωB97M-V with the def2-TZVPD basis set.

Structure (ORCA input):
```
! RIJCOSX wB97M-V def2-TZVPD def2/J DEFGRID3
* xyz 2 5
Ir 0.48140 -0.42118 0.24052
C -3.34762 -0.87325 -0.03909
Si -2.24349 -0.24635 -1.39859
C -3.25055 0.71172 -2.61786
C -1.50949 -1.77742 -2.19716
C -0.82211 0.83813 -0.68507
Si 0.19055 1.80638 -2.00969
C 1.91107 2.19548 -1.40393
C -0.73447 3.37001 -2.37315
C 0.39123 0.80270 -3.55684
Si -1.43166 1.97745 0.70243
C -0.21096 3.25940 1.28179
C -3.03459 2.79518 0.29124
C -1.68571 0.80092 2.15380
C -2.57868 1.02437 3.19840
C -2.69449 0.09749 4.22276
C -1.91627 -1.05174 4.17818
C -1.04661 -1.21865 3.12102
N -0.92440 -0.31327 2.13568
H -4.21633 -1.35696 -0.50269
H -3.72679 -0.09450 0.62996
H -2.83569 -1.62628 0.57411
H -4.05292 0.06492 -2.99216
H -2.67054 1.05193 -3.47751
H -3.71899 1.58722 -2.15573
H -2.26249 -2.57533 -2.20151
H -0.63310 -2.15630 -1.65338
H -1.19826 -1.60260 -3.23173
H 1.92912 2.76225 -0.46415
H 2.42080 2.80941 -2.15758
H 2.49184 1.27271 -1.29037
H -0.79772 4.04449 -1.51296
H -1.75009 3.15781 -2.72573
H -0.20637 3.90473 -3.17259
H 0.70421 -0.21151 -3.29158
H 1.16457 1.26961 -4.18083
H -0.52008 0.73493 -4.15455
H 0.43219 3.64455 0.48361
H 0.42200 2.89694 2.10112
H -0.77406 4.11150 1.67841
H -2.91713 3.46349 -0.56764
H -3.35456 3.40982 1.14096
H -3.83102 2.08289 0.06501
H -3.19169 1.92076 3.19912
H -3.38443 0.26213 5.04244
H -1.98071 -1.80877 4.94931
H -0.43055 -2.10694 3.06091
N 0.73175 -2.60035 0.74310
C 1.79463 -2.92986 1.74897
C 3.11080 -2.19852 1.45766
C 3.50812 -1.17628 2.52055
C 2.48993 -0.06839 2.72245
N 2.10054 0.59486 1.43713
H -0.15018 -3.03231 1.00456
H 0.98043 -3.00254 -0.15980
H 1.94221 -4.00603 1.77476
H 1.41340 -2.64551 2.72584
H 3.01983 -1.68307 0.49821
H 3.92644 -2.91638 1.35026
H 4.47151 -0.74162 2.24277
H 3.65805 -1.66306 3.48601
H 2.90420 0.66738 3.40734
H 1.57317 -0.44410 3.17774
H 2.91626 0.78111 0.85989
H 1.69201 1.50271 1.64421
N 2.38070 -1.90121 -3.64739
C 2.43813 -2.06517 -2.32025
N 2.93935 -3.24702 -1.85624
O 2.00874 -1.18687 -1.53428
H 2.77169 -2.56563 -4.29319
H 2.01714 -1.03953 -4.01587
H 3.40242 -3.87911 -2.49061
H 3.30440 -3.24378 -0.92054
*
```

Results
Strongest force on any atom = 0.647 eV Å⁻¹
E = -2071.7577 a.u.
Lowest unoccupied orbital energy (spin up / spin down) = -5.1 / -7.7 eV
<S²> = 6.01

***

Below is a 3-piece molecular cluster, C3H8N4 overall at a distorted geometry, with properties calculated with ωB97M-V with the def2-TZVPD basis set.

Structure (ORCA input):
```
! RIJCOSX wB97M-V def2-TZVPD def2/J DEFGRID3
* xyz 2 1
C 1.12716 -10.24078 -1.96766
C -2.05913 5.78824 2.37937
C 0.07952 6.87667 2.79109
N -2.70491 5.25021 1.55717
N 1.97799 -8.68284 -3.93518
N -1.34129 6.48351 3.11786
N 1.76194 -9.28340 -4.93528
H 1.55465 -9.33062 -1.57465
H 0.41616 6.56007 1.89293
H 0.62691 6.35844 3.56698
H 0.20163 8.01077 2.84969
H -3.25257 4.52940 1.09021
H -1.65553 6.97497 4.01362
H 1.86738 -9.01482 -6.02785
H 1.40010 -10.27982 -4.81830
*
```

Results
Strongest force on any atom = 4.093 eV Å⁻¹
E = -337.1611 a.u.
Lowest unoccupied orbital energy (spin up / spin down) = -7.8 / -8.9 eV

***

Below is C3H2Br2Cl2 as an isolated structure at a distorted geometry, with properties calculated with ωB97M-V with the def2-TZVPD basis set.

Structure (ORCA input):
```
! RIJCOSX wB97M-V def2-TZVPD def2/J DEFGRID3
* xyz 0 3
C 0.31699 0.27473 0.08458
C -0.18538 -0.25048 1.22564
C -0.84841 -1.30589 -2.10300
Cl 1.88241 -0.08904 -0.39998
Cl -1.75458 0.25806 1.80788
Br -2.14289 -2.56587 -1.75103
Br -0.25460 -1.35190 -3.84661
H -0.26777 1.09906 -0.61215
H 0.26017 -1.00719 1.73987
*
```

Results
Strongest force on any atom = 4.327 eV Å⁻¹
E = -6183.7357 a.u.
Lowest unoccupied orbital energy (spin up / spin down) = 0.7 / -2.2 eV
<S²> = 2.01

***

Below is an isolated ion of composition C2H2NO3 and charge -1 at a distorted geometry, with properties calculated with ωB97M-V with the def2-TZVPD basis set.

Structure (ORCA input):
```
! RIJCOSX wB97M-V def2-TZVPD def2/J DEFGRID3
* xyz -1 1
O -1.67512 0.17978 1.77476
C -1.21225 0.46076 0.67685
N -0.51956 -0.41572 -0.10246
C 0.80740 -0.13320 -0.67274
O 1.30617 0.93606 -0.26934
O 1.24989 -0.96064 -1.47573
H -1.05086 1.50280 0.35980
H -0.73426 -1.37223 0.14477
*
```

Results
Strongest force on any atom = 2.688 eV Å⁻¹
E = -357.9831 a.u.
Lowest unoccupied orbital energy = 4.3 eV
Structure (SMILES) = O=CNC(=O)[O-]

***

Below is a 2-piece molecular cluster, C4H13N3O overall at a distorted geometry, with properties calculated with ωB97M-V with the def2-TZVPD basis set.

Structure (ORCA input):
```
! RIJCOSX wB97M-V def2-TZVPD def2/J DEFGRID3
* xyz 0 1
H -2.75635 -0.72367 2.10688
N -2.23240 -0.96567 1.27396
C -0.97923 -0.88879 1.24242
N -0.04075 -0.78235 2.24291
N -0.35343 -1.26385 -0.01004
C -0.06984 -0.16202 -0.96539
C 1.46520 -0.16323 -1.25890
C 1.64016 0.20614 -2.72665
H 0.91833 -0.80189 1.92404
H -0.23696 -0.12775 2.99774
H -0.97359 -1.88311 -0.51927
H -0.60965 -0.24037 -1.91095
H -0.39989 0.79423 -0.55411
H 1.79695 -1.16812 -0.95432
H 1.98487 0.53802 -0.62569
H 2.70623 0.24485 -3.01594
H 1.14937 -0.54468 -3.40797
H 1.10183 1.15182 -2.87271
O -0.01119 3.02182 0.43144
H 0.21610 2.44510 1.17850
H 0.70854 3.15335 -0.18479
*
```

Results
Strongest force on any atom = 2.204 eV Å⁻¹
E = -399.6892 a.u.
Lowest unoccupied orbital energy = 0.6 eV
Structure (SMILES) = [H]/N=C(\N)NCCC.O

***

Below is C17H28N4O2PdS2Si as an isolated structure at a distorted geometry, with properties calculated with ωB97M-V with the def2-TZVPD basis set.

Structure (ORCA input):
```
! RIJCOSX wB97M-V def2-TZVPD def2/J DEFGRID3
* xyz 0 5
Pd 11.19538 9.80753 5.88798
N 14.50277 12.17998 6.40966
C 13.35819 11.70773 5.90428
S 13.41196 10.16834 5.09906
N 12.27833 12.52356 6.00748
N 11.16048 11.87873 5.66128
C 10.17209 12.73938 5.31115
C 8.80479 12.48456 5.30725
C 7.95698 13.60406 5.41710
C 6.61073 13.43390 5.40733
C 6.09304 12.10950 5.33769
C 6.88138 10.98873 5.21161
C 8.28882 11.13378 5.10997
O 9.12102 10.20896 4.78663
H 15.38007 11.63908 6.42477
H 14.40154 12.99747 6.97681
H 10.54394 13.78071 5.23224
H 8.42078 14.56352 5.61559
H 5.90080 14.24533 5.57211
H 5.01185 11.95391 5.41919
H 6.43268 9.99843 5.08702
C 11.99188 6.66594 4.77093
Si 10.95210 7.48286 6.12050
C 9.15253 6.88378 5.70284
C 8.17608 7.71929 6.51738
C 8.91056 7.15913 4.20170
C 9.09317 5.37407 5.81957
C 11.56057 6.94194 7.85619
C 10.43953 7.10913 8.91345
C 12.11084 5.51318 7.84167
C 12.72553 7.86516 8.22556
H 11.64549 5.68964 4.45088
H 13.01252 6.59951 5.15101
H 12.08153 7.28664 3.86962
H 8.42222 8.76519 6.44974
H 8.19599 7.48451 7.59456
H 7.14433 7.63420 6.15720
H 8.91433 8.26496 4.02113
H 7.91369 6.78890 3.92371
H 9.67069 6.69507 3.56432
H 8.83304 5.01420 6.82013
H 10.01010 4.86638 5.55679
H 8.30120 5.03153 5.13302
H 9.57986 6.44788 8.74840
H 10.07241 8.12968 8.95019
H 10.77646 6.83005 9.90298
H 11.44618 4.81833 7.27313
H 12.05389 5.16941 8.87020
H 13.11684 5.49053 7.43524
H 12.47195 8.95102 8.37337
H 13.49696 7.84912 7.45416
H 13.20275 7.51554 9.13291
O 10.47205 12.01617 9.46971
S 9.65761 11.06328 8.69159
N 9.99663 9.99711 7.74424
*
```

Results
Strongest force on any atom = 3.368 eV Å⁻¹
E = -2247.6143 a.u.
Lowest unoccupied orbital energy (spin up / spin down) = -0.6 / -3.0 eV
<S²> = 6.10